Molecular formula: C6H10ClFO3
Method: DFT, ωB97M-V/def2-TZVPD

The net charge is 0. The HOMO-LUMO gap (spin up / spin down) is 8.266 / 8.413 eV.

Each line ends with the Löwdin charge.
Element x y z (Å)
C -0.667 -0.149 1.761  -0.119
C 0.698 -0.348 1.049  -0.244
C -0.279 0.459 -1.002  -0.406
C -1.454 1.087 -0.212  -0.681
C 0.259 1.116 -2.230  -0.041
C 0.965 -1.774 0.440  -0.187
O 0.826 0.562 -0.048  -0.124
O -0.646 0.630 2.824  0.037
O 1.984 -1.719 -0.575  -0.110
F -1.631 2.400 0.004  0.007
Cl -2.959 0.383 -0.593  0.703
H -1.475 -0.882 1.825  0.126
H 1.455 -0.224 1.766  0.136
H -0.608 -0.497 -1.408  0.127
H 1.155 0.614 -2.584  0.084
H 0.392 2.222 -1.998  0.108
H -0.584 1.205 -2.986  0.110
H 0.156 -2.280 -0.061  0.112
H 1.389 -2.331 1.235  0.102
H -1.155 0.223 3.535  0.120
H 2.176 -0.695 -0.743  0.140

Force components x, y, z for each atom (eV/Å):
C -0.283 0.330 -3.439
C -2.618 -1.459 -1.896
C 0.119 1.853 1.140
C 1.158 -2.398 1.586
C -1.809 3.204 -0.573
C 0.762 1.119 -0.693
O 0.069 -0.556 -0.117
O 0.436 0.894 1.676
O 0.564 3.307 -0.144
F 0.945 -0.158 -0.323
Cl -1.219 -0.388 -0.406
H 0.520 -0.346 -0.603
H 1.177 0.973 0.734
H 0.195 -0.678 1.269
H -0.134 0.169 -0.197
H 0.646 -1.302 -0.269
H 1.155 -0.711 0.474
H -0.838 -0.032 0.444
H 0.002 -1.075 0.858
H -0.122 0.356 -0.074
H -0.725 -3.103 0.553



Molecular formula: H8O4
Method: DFT, ωB97M-V/def2-TZVPD

The net charge is 0. The HOMO-LUMO gap is 11.313 eV. Its SMILES is O.O.O.O.

Each line ends with the Löwdin charge.
Element x y z (Å)
O 0.124 2.747 0.136  -0.076
H -0.554 2.393 -0.471  0.041
H 0.433 1.976 0.651  -0.002
O 0.739 -1.629 -1.518  -0.059
H -0.227 -1.683 -1.717  0.072
H 1.152 -1.479 -2.373  0.047
O -2.180 -0.479 1.319  -0.063
H -2.032 -1.403 1.536  0.030
H -1.273 -0.127 1.257  0.016
O 1.350 0.190 0.682  -0.071
H 1.169 0.289 -0.246  0.004
H 1.297 -0.796 0.743  0.060

Force components x, y, z for each atom (eV/Å):
O -0.327 -0.625 -0.252
H 0.446 0.275 0.526
H -0.177 0.448 -0.220
O -1.251 0.021 -0.179
H 1.119 0.038 0.237
H 0.079 -0.040 -0.086
O 0.726 0.122 -0.160
H -0.157 -0.111 0.071
H -0.461 0.008 0.072
O -0.212 -1.476 0.725
H 0.017 0.218 -0.915
H 0.199 1.122 0.180



Molecular formula: C3H8N2O
Method: DFT, ωB97M-V/def2-TZVPD

The net charge is 0. The HOMO-LUMO gap is 9.928 eV. Its SMILES is C=NC.NC=O.

Each line ends with the Löwdin charge.
Element x y z (Å)
C 0.737 -1.973 0.365  -0.160
C 1.799 0.095 -0.079  -0.092
N 1.303 -0.977 -0.497  -0.106
H 0.561 -1.553 1.379  0.079
H -0.234 -2.408 0.121  0.065
H 1.426 -2.811 0.279  0.075
H 2.467 0.633 -0.747  0.065
H 1.596 0.484 0.920  0.061
C -1.597 1.309 0.386  -0.414
N -1.723 1.626 -0.934  0.116
O -0.582 1.475 1.014  -0.005
H -2.479 0.805 0.818  0.127
H -2.323 1.218 -1.628  0.092
H -0.951 2.078 -1.397  0.098

Force components x, y, z for each atom (eV/Å):
C -0.605 0.726 1.092
C -0.274 -0.216 0.459
N 0.279 -0.721 -1.517
H 0.589 -0.573 -0.014
H -0.060 0.433 -0.862
H 0.110 -0.063 0.686
H -0.302 0.404 -0.073
H 0.353 -0.024 0.179
C -0.141 -0.973 -0.747
N 0.311 0.586 -0.648
O 0.031 0.551 0.438
H -0.016 0.175 -0.105
H -0.662 -0.306 0.679
H 0.388 0.003 0.433



Molecular formula: C5H6O
Method: DFT, ωB97M-V/def2-TZVPD

The net charge is 0. The HOMO-LUMO gap is 10.523 eV.

Each line ends with the Löwdin charge.
Element x y z (Å)
C 1.735 -0.275 0.518  -0.058
C 0.786 0.651 -0.112  -0.240
C 0.126 1.451 -0.835  0.072
C -0.987 0.505 0.159  -0.183
C -1.607 -0.455 -0.824  -0.276
O -1.492 -1.654 -0.725  0.050
H 1.824 -0.112 1.597  0.088
H 2.713 -0.110 0.058  0.092
H 1.440 -1.313 0.331  0.093
H -1.637 1.340 0.424  0.108
H -0.769 -0.042 1.087  0.126
H -2.131 0.016 -1.678  0.127

Force components x, y, z for each atom (eV/Å):
C 0.052 -0.004 0.001
C -0.145 0.320 -0.343
C 0.451 -0.426 0.350
C -0.423 -0.193 0.203
C 0.088 -0.232 0.012
O -0.064 0.497 -0.038
H -0.039 -0.003 -0.163
H -0.116 -0.020 0.069
H 0.024 0.175 0.019
H 0.094 -0.112 -0.053
H 0.052 0.087 -0.132
H 0.027 -0.089 0.075



Calculated energy above the lowest of the compared OMol25 structures with the same formula, charge and spin in order - 3.528, 0.905, 2.026, 4.084 eV